Record 1
A molecular structure, C40H62Cl2GeN4P3Pd in a non-equilibrium geometry, computed with wB97M-V/def2-TZVPD.

Cartesian coordinates (Å):
Pd -0.264 -1.104 1.009
C -4.499 -2.546 -2.347
C -3.928 -1.625 -1.273
C -4.220 -0.166 -1.624
P -2.091 -1.799 -0.899
C -1.347 -1.345 -2.551
N -0.550 -0.159 -2.509
Ge 0.262 0.543 -0.624
N -0.946 1.992 -0.239
C -1.869 2.021 0.863
P -1.681 0.669 2.112
C -3.358 0.748 2.960
C -3.947 2.121 3.264
C -4.341 -0.089 2.142
C -0.456 1.279 3.401
C -0.366 2.768 3.711
C -0.641 0.463 4.682
C -1.284 2.687 -1.368
C -2.439 3.448 -1.558
C -2.694 4.043 -2.780
C -1.821 3.896 -3.842
C -0.649 3.175 -3.659
C -0.377 2.606 -2.435
N 0.853 1.916 -2.159
C 1.269 1.092 -3.243
C 2.403 1.272 -3.998
C 2.678 0.399 -5.044
C 1.782 -0.612 -5.339
C 0.662 -0.826 -4.561
C 0.409 -0.009 -3.452
C 1.844 2.824 -1.663
C 2.216 3.974 -2.327
C 3.196 4.800 -1.796
C 3.790 4.459 -0.594
C 3.413 3.315 0.085
C 2.427 2.467 -0.436
N 1.956 1.329 0.130
C 2.640 0.729 1.226
P 2.301 -1.087 1.273
C 3.373 -1.593 2.736
C 4.777 -1.006 2.857
C 2.559 -1.253 3.989
C 3.160 -1.668 -0.292
C 3.328 -3.185 -0.223
C 4.467 -1.002 -0.712
C -1.832 -3.654 -0.946
C -2.622 -4.329 0.177
C -0.327 -3.893 -0.786
H -5.563 -2.338 -2.461
H -4.393 -3.596 -2.087
H -4.018 -2.373 -3.307
H -4.423 -1.860 -0.322
H -3.904 0.063 -2.641
H -3.684 0.501 -0.954
H -5.287 0.038 -1.549
H -2.176 -1.185 -3.257
H -0.768 -2.211 -2.910
H -2.901 1.883 0.499
H -1.818 2.993 1.377
H -3.189 0.218 3.906
H -4.162 2.674 2.353
H -3.283 2.716 3.883
H -4.884 1.989 3.805
H -4.652 0.440 1.244
H -5.234 -0.312 2.724
H -3.872 -1.030 1.847
H 0.494 0.966 2.942
H -1.233 3.117 4.267
H -0.261 3.365 2.809
H 0.513 2.950 4.331
H -1.480 0.837 5.265
H 0.251 0.519 5.304
H -0.827 -0.585 4.443
H -3.153 3.571 -0.759
H -3.588 4.638 -2.902
H -2.043 4.340 -4.800
H 0.051 3.054 -4.473
H 3.086 2.079 -3.778
H 3.569 0.531 -5.636
H 1.969 -1.254 -6.187
H -0.009 -1.629 -4.825
H 1.737 4.229 -3.261
H 3.483 5.699 -2.319
H 4.544 5.110 -0.174
H 3.856 3.102 1.048
H 2.331 1.162 2.191
H 3.726 0.861 1.128
H 3.459 -2.686 2.655
H 4.743 0.074 2.978
H 5.394 -1.247 1.998
H 5.256 -1.426 3.741
H 2.631 -0.189 4.214
H 2.924 -1.805 4.856
H 1.505 -1.487 3.834
H 2.407 -1.433 -1.062
H 4.090 -3.456 0.507
H 3.635 -3.578 -1.190
H 2.389 -3.660 0.055
H 5.285 -1.270 -0.047
H 4.385 0.081 -0.766
H 4.729 -1.352 -1.710
H -2.164 -4.035 -1.920
H -2.526 -3.763 1.105
H -2.255 -5.341 0.356
H -3.679 -4.399 -0.063
H 0.083 -3.177 -0.049
H 0.203 -3.735 -1.724
H -0.116 -4.909 -0.453
Cl -0.277 -5.582 3.478
C 0.473 -4.096 2.880
Cl -0.720 -2.806 2.739
H 0.896 -4.293 1.896
H 1.240 -3.790 3.589

Force components x, y, z for each atom (eV/Å):
0.1 0.6 -0.2
0.1 0.0 0.2
0.2 0.0 0.2
0.1 -0.1 0.2
-0.1 -0.6 -0.4
-0.2 -0.1 -0.1
0.3 0.4 1.1
-0.2 0.3 0.1
0.2 -0.3 0.1
-0.2 0.0 0.1
0.6 0.1 0.3
0.3 -0.3 -0.2
0.2 -0.2 0.1
0.2 -0.1 0.1
0.0 0.1 -0.1
0.0 -0.1 -0.1
0.0 0.0 -0.3
0.0 0.3 -0.1
-0.1 -0.1 0.2
0.0 0.1 -0.2
-0.1 0.1 -0.1
0.0 -0.1 0.1
-0.9 0.6 -0.3
0.1 0.1 0.0
0.4 -0.6 -0.7
0.1 0.1 0.1
0.0 0.0 -0.2
0.3 0.1 -0.1
-0.2 -0.1 0.0
0.1 0.0 0.1
0.6 0.6 0.4
-0.1 -0.1 0.0
0.0 0.1 -0.1
0.0 0.1 -0.1
0.0 -0.1 0.2
0.0 0.1 -0.1
-0.4 -0.6 -0.5
0.1 0.0 0.2
0.0 0.0 -0.3
-0.3 0.0 -0.2
-0.1 -0.2 -0.1
0.0 -0.2 -0.1
-0.2 0.1 0.1
-0.2 0.2 0.0
-0.2 0.0 0.0
0.1 0.2 0.1
0.0 0.2 -0.1
0.0 0.1 0.0
-0.1 0.0 -0.1
0.0 -0.1 0.0
0.0 0.0 -0.1
0.1 0.0 -0.1
0.1 0.1 -0.1
0.0 0.2 0.0
-0.1 0.1 0.0
0.1 -0.2 0.0
-0.2 0.0 0.1
0.0 0.1 0.1
-0.2 -0.1 -0.1
0.0 0.1 -0.1
0.0 0.1 -0.1
0.0 0.1 0.1
-0.1 0.1 0.0
0.0 0.0 -0.2
-0.1 0.0 0.0
-0.1 -0.1 -0.1
-0.2 0.1 0.1
-0.1 0.1 0.0
0.0 0.1 -0.1
0.1 0.1 0.1
-0.1 0.0 0.1
0.1 0.0 0.1
0.0 -0.1 0.1
0.0 0.0 0.1
-0.1 0.0 0.0
0.0 0.1 -0.1
0.1 -0.1 -0.1
0.0 0.1 0.0
0.1 0.0 -0.1
0.0 -0.1 -0.1
-0.1 -0.1 0.1
0.0 0.0 -0.1
0.0 0.1 0.0
0.1 0.0 0.1
0.0 -0.1 0.0
0.2 -0.1 0.0
-0.1 0.0 0.1
-0.1 0.1 0.0
0.0 0.1 0.0
0.1 0.0 0.0
0.1 0.0 0.1
0.0 0.1 0.0
0.0 0.0 0.1
-0.1 0.0 0.2
0.1 -0.1 0.2
0.1 -0.1 0.1
0.0 -0.1 -0.1
0.0 -0.2 0.0
0.1 0.0 0.0
0.0 0.1 0.0
0.0 0.0 -0.1
0.1 0.0 0.1
0.0 -0.1 0.0
0.0 0.0 0.0
-0.2 0.0 0.0
0.0 -0.3 -0.2
0.1 0.1 0.0
0.0 -0.1 0.0
0.1 -0.1 0.0
0.3 -0.4 0.0
-0.3 -0.4 0.7
-0.1 0.1 0.1
-0.1 0.0 -0.1

Multiplicity   2
Expectation value of S²   0.7593
Highest occupied orbital energy (spin up / spin down)   -5.376 / -6.852 eV
Relative energy (zero: lowest compared OMol25 entry of this formula, charge and spin)   194.5 kJ/mol


Record 2
A molecular structure, C40H62GeN8O4S3SeSi2Ti in a non-equilibrium geometry, computed with wB97M-V/def2-TZVPD.

Cartesian coordinates (Å):
Ti 0.102 0.283 -0.395
C 0.263 -3.795 -0.060
Si 1.273 -2.774 -1.265
C 3.068 -2.664 -0.690
C 1.239 -3.922 -2.787
N 0.593 -1.212 -1.621
C 0.949 -0.538 -2.802
C 1.879 -1.013 -3.731
C 2.102 -0.378 -4.945
C 1.402 0.777 -5.247
C 0.543 1.320 -4.302
C 0.336 0.724 -3.054
N -0.407 1.309 -2.017
Si -1.044 2.926 -2.214
C -2.313 3.116 -3.585
C 0.363 4.148 -2.515
C -1.938 3.557 -0.689
H 0.685 -4.805 -0.053
H -0.764 -3.857 -0.423
H 0.246 -3.416 0.959
H 3.701 -3.368 -1.238
H 3.149 -2.880 0.377
H 3.466 -1.658 -0.847
H 1.028 -4.940 -2.449
H 2.183 -3.942 -3.333
H 0.457 -3.634 -3.493
H 2.451 -1.897 -3.495
H 2.818 -0.793 -5.644
H 1.531 1.272 -6.202
H 0.030 2.241 -4.535
H -1.903 3.097 -4.596
H -2.812 4.079 -3.439
H -3.067 2.326 -3.512
H 0.998 3.895 -3.365
H 0.994 4.182 -1.624
H -0.056 5.145 -2.684
H -1.716 3.008 0.220
H -3.020 3.514 -0.833
H -1.648 4.600 -0.531
C 4.720 0.958 4.111
C 4.580 -0.438 3.507
N 3.207 -0.831 3.245
C 2.601 -1.752 4.178
C 2.279 -1.116 5.529
C 2.600 -0.395 2.070
S 0.999 -1.002 1.728
N 3.329 0.445 1.384
C 2.992 0.992 0.200
O 1.816 0.828 -0.367
C 3.937 1.818 -0.490
C 5.232 2.056 0.022
C 6.122 2.867 -0.656
C 5.766 3.466 -1.864
C 4.494 3.227 -2.386
C 3.593 2.420 -1.721
H 5.775 1.228 4.212
H 4.253 1.017 5.095
H 4.238 1.681 3.453
H 5.004 -1.186 4.186
H 5.135 -0.473 2.569
H 3.277 -2.604 4.329
H 1.689 -2.136 3.730
H 3.183 -0.833 6.071
H 1.714 -1.812 6.153
H 1.679 -0.215 5.384
H 5.510 1.588 0.958
H 7.109 3.038 -0.240
H 6.469 4.099 -2.392
H 4.204 3.673 -3.330
H 2.611 2.234 -2.135
C -4.486 -7.164 -0.510
Ge -4.194 -5.209 -0.549
C -3.008 -4.774 -2.033
C -5.933 -4.374 -0.796
C -3.345 -4.738 1.149
Se -2.788 -2.863 1.285
C -4.560 -2.145 1.661
H -4.972 -7.496 -1.429
H -5.127 -7.436 0.331
H -3.541 -7.701 -0.408
H -3.472 -5.061 -2.978
H -2.052 -5.291 -1.940
H -2.823 -3.699 -2.050
H -6.354 -4.706 -1.747
H -5.850 -3.287 -0.824
H -6.617 -4.662 0.005
H -2.424 -5.317 1.251
H -3.990 -4.981 1.997
H -5.127 -2.015 0.742
H -4.426 -1.172 2.132
H -5.072 -2.814 2.353
O -5.432 -1.147 -1.559
S -4.531 -0.008 -1.695
O -4.598 0.624 -2.999
N -3.032 -0.385 -1.266
C -2.718 0.215 -0.104
O -1.540 -0.052 0.505
C -3.691 1.074 0.460
C -3.730 1.831 1.657
C -4.832 2.610 1.923
C -5.935 2.678 1.043
C -5.926 1.912 -0.122
C -4.830 1.126 -0.389
H -2.903 1.812 2.354
H -4.852 3.194 2.836
H -6.780 3.315 1.274
H -6.763 1.932 -0.811
C 3.897 4.414 2.470
C 2.559 4.803 1.844
C 1.539 3.719 1.967
N 0.997 3.132 0.966
N 0.145 2.112 1.323
C 0.004 2.001 2.608
N -0.903 1.170 3.202
S 0.995 3.100 3.509
H 4.624 5.219 2.350
H 4.294 3.521 1.989
H 3.790 4.209 3.538
H 2.675 4.990 0.776
H 2.176 5.717 2.307
H -1.274 0.510 2.515
H -0.543 0.680 4.008

Force components x, y, z for each atom (eV/Å):
-0.3 -0.6 -0.2
-0.1 0.1 0.1
-0.2 -0.3 -0.1
0.0 0.1 0.0
0.0 0.1 -0.1
-0.2 0.4 0.0
-0.1 -0.1 0.0
0.0 0.0 0.1
0.0 0.0 0.0
0.0 0.0 0.0
0.0 0.0 0.0
0.0 0.1 0.1
0.1 -0.2 0.1
-0.2 0.2 0.1
0.1 -0.2 -0.1
0.1 -0.1 0.0
0.0 -0.1 0.0
0.0 0.0 0.0
0.0 0.0 0.0
0.0 0.0 0.0
0.0 0.0 0.0
0.0 0.0 0.0
0.0 0.0 0.0
0.0 0.0 0.0
0.0 0.0 0.0
0.0 0.0 0.0
0.0 0.0 0.0
0.0 0.0 0.0
0.0 0.0 0.0
0.0 0.0 0.0
0.0 0.0 0.0
0.0 0.0 0.0
0.0 0.0 0.0
0.0 0.0 0.0
0.0 0.0 0.0
0.0 0.0 0.0
0.0 0.0 0.0
0.0 0.0 0.0
0.0 0.0 0.0
0.0 0.0 0.0
0.0 0.0 0.0
0.0 -0.1 0.0
0.0 0.0 0.0
0.0 0.0 0.0
-0.1 0.1 0.1
0.0 0.0 0.0
0.1 0.0 0.0
-0.2 0.0 0.0
1.4 0.5 0.0
0.0 0.0 0.0
0.0 0.0 0.0
0.0 0.0 0.0
0.0 0.0 0.0
0.0 0.0 0.0
0.0 0.0 0.0
0.0 0.0 0.0
0.0 0.0 0.0
0.0 0.0 0.0
0.0 0.0 0.0
0.0 0.0 0.0
0.0 0.0 0.0
0.0 0.0 0.0
0.0 0.0 0.0
0.0 0.0 0.0
0.0 0.0 0.0
0.0 0.0 0.0
0.0 0.0 0.0
0.0 0.0 0.0
0.0 0.0 0.0
0.0 0.0 0.0
0.0 0.0 0.0
0.1 -0.1 -0.1
0.0 0.1 0.0
-0.1 0.1 0.1
0.1 0.1 0.1
-0.2 -0.1 0.2
0.0 0.0 0.0
0.0 0.0 0.0
0.0 0.0 0.0
0.0 0.0 0.0
0.0 0.0 0.0
0.0 0.0 0.0
0.0 0.0 0.0
0.0 0.0 0.0
0.0 0.0 -0.1
0.0 0.0 0.0
0.0 0.0 0.0
0.0 0.0 0.0
0.0 0.0 0.0
0.0 0.0 0.0
0.0 0.0 0.0
0.0 0.0 0.0
-0.1 -0.1 0.0
0.0 0.0 0.0
0.1 0.0 0.1
0.0 -0.3 0.2
-0.7 0.2 -0.1
-0.1 -0.1 0.1
0.0 0.0 0.0
0.0 0.0 0.0
0.0 0.0 0.0
0.0 0.0 0.0
-0.1 0.1 0.0
-0.1 0.1 -0.1
0.0 0.0 0.0
0.0 0.0 0.0
0.0 0.0 0.0
0.0 0.0 0.0
0.0 0.0 0.0
0.0 0.0 0.0
0.0 -0.1 0.2
0.2 0.4 -0.2
-0.2 -0.1 0.0
0.2 -0.1 0.0
0.0 0.0 0.0
0.0 0.0 0.0
0.0 0.0 0.0
0.0 0.0 0.0
0.0 0.0 0.0
0.0 0.0 0.0
0.0 0.0 -0.1
0.0 0.0 0.0

Net charge   -2
Multiplicity   3
Expectation value of S²   2.0436
Highest occupied orbital energy (spin up / spin down)   0.036 / -2.177 eV
Relative energy (zero: lowest compared OMol25 entry of this formula, charge and spin)   0.0 kJ/mol


Record 3
A molecular structure, C40H63BGeN5P3Pt in a non-equilibrium geometry, computed with wB97M-V/def2-TZVPD.

Cartesian coordinates (Å):
Pt -0.267 -0.253 0.077
C 5.041 -1.474 0.195
C 3.590 -1.714 -0.224
C 3.117 -3.085 0.255
P 2.416 -0.367 0.328
C 2.930 -0.254 2.120
N 1.896 0.130 3.028
Ge -0.054 -0.111 2.547
N -0.178 -1.999 3.023
C -0.303 -3.036 2.035
P -1.181 -2.453 0.518
C -0.863 -3.728 -0.806
C -0.295 -5.046 -0.279
C 0.008 -3.142 -1.922
C -2.967 -2.736 0.951
C -3.360 -4.202 1.123
C -3.326 -1.937 2.204
C 0.354 -2.332 4.241
C 0.773 -3.614 4.617
C 1.376 -3.821 5.844
C 1.602 -2.765 6.712
C 1.190 -1.489 6.358
C 0.538 -1.285 5.157
N 0.027 0.009 4.754
C 1.010 1.036 4.980
C 0.978 1.962 6.001
C 2.062 2.809 6.192
C 3.181 2.688 5.378
C 3.208 1.781 4.335
C 2.094 0.971 4.080
C -1.277 0.297 5.276
C -1.680 0.011 6.565
C -2.931 0.410 7.008
C -3.774 1.100 6.149
C -3.399 1.348 4.843
C -2.147 0.925 4.368
N -1.711 1.052 3.089
C -2.595 1.643 2.131
P -1.928 1.647 0.412
C -1.085 3.296 0.255
C 0.039 3.381 1.289
C -2.000 4.515 0.334
C -3.451 1.740 -0.653
C -4.661 2.437 -0.032
C -3.833 0.316 -1.070
C 3.211 1.114 -0.525
C 2.220 1.728 -1.511
C 3.752 2.169 0.437
H 5.676 -2.213 -0.294
H 5.166 -1.591 1.271
H 5.403 -0.488 -0.092
H 3.528 -1.690 -1.319
H 3.149 -3.156 1.344
H 3.761 -3.866 -0.148
H 2.100 -3.277 -0.078
H 3.799 0.399 2.188
H 3.247 -1.270 2.389
H -0.861 -3.884 2.447
H 0.688 -3.400 1.729
H -1.851 -3.920 -1.234
H 0.741 -4.942 0.039
H -0.323 -5.782 -1.082
H -0.874 -5.442 0.553
H 0.891 -2.643 -1.525
H -0.545 -2.405 -2.500
H 0.334 -3.929 -2.601
H -3.520 -2.329 0.096
H -2.802 -4.678 1.929
H -3.226 -4.781 0.212
H -4.416 -4.246 1.390
H -2.881 -2.386 3.091
H -4.406 -1.919 2.344
H -2.963 -0.912 2.127
H 0.637 -4.452 3.948
H 1.690 -4.818 6.119
H 2.087 -2.928 7.663
H 1.379 -0.653 7.017
H 0.125 2.015 6.664
H 2.045 3.537 6.988
H 4.041 3.315 5.561
H 4.088 1.714 3.713
H -1.014 -0.509 7.239
H -3.233 0.207 8.025
H -4.734 1.450 6.503
H -4.071 1.881 4.186
H -2.819 2.683 2.402
H -3.548 1.095 2.091
H -0.639 3.270 -0.747
H -0.360 3.435 2.303
H 0.642 4.272 1.114
H 0.692 2.507 1.231
H -2.551 4.551 1.273
H -2.702 4.544 -0.497
H -1.389 5.416 0.280
H -3.125 2.284 -1.546
H -5.106 1.820 0.748
H -5.417 2.581 -0.803
H -4.425 3.409 0.391
H -4.196 -0.240 -0.204
H -2.978 -0.211 -1.494
H -4.627 0.340 -1.815
H 4.039 0.711 -1.114
H 1.314 2.058 -0.998
H 1.932 1.009 -2.274
H 2.665 2.589 -2.011
H 2.997 2.486 1.159
H 4.061 3.042 -0.136
H 4.630 1.814 0.976
B -0.388 0.298 -4.691
C -0.394 0.224 -3.161
N -0.358 0.154 -2.004
H -1.510 0.136 -5.086
H 0.428 -0.493 -5.073
H -0.052 1.408 -5.018

Force components x, y, z for each atom (eV/Å):
0.2 1.3 0.8
-0.1 0.2 0.0
-0.5 -0.2 -0.1
0.0 0.1 -0.1
0.2 0.2 0.1
-0.2 -0.4 0.0
-1.9 -0.1 -1.3
-0.3 -0.9 1.3
-0.8 1.0 -0.8
0.3 0.2 -0.1
0.1 -0.2 0.4
0.2 0.4 -0.2
-0.1 0.0 0.1
-0.1 0.0 -0.1
0.0 0.6 -0.1
0.2 0.0 -0.1
0.0 0.0 -0.1
0.3 0.1 0.5
-0.1 0.1 -0.2
0.1 0.1 0.2
0.0 -0.1 0.0
-0.1 0.0 -0.1
0.2 -0.6 0.1
0.1 -0.1 -0.1
0.7 0.4 0.0
-0.1 -0.1 0.0
0.2 0.0 -0.1
-0.2 0.1 0.3
-0.2 -0.3 -0.3
0.0 0.9 0.7
-0.7 0.2 0.0
0.1 0.1 0.0
-0.2 0.1 0.0
0.1 -0.1 0.3
0.2 0.0 -0.4
-0.1 -0.3 0.9
2.1 -0.6 -1.6
0.1 -0.3 -0.1
0.0 -0.2 0.3
0.4 -0.4 -0.1
-0.1 -0.1 0.0
-0.1 -0.2 -0.1
0.3 -0.5 -0.2
0.2 0.1 0.1
0.1 0.0 -0.1
-0.5 0.2 -0.1
0.1 -0.1 -0.1
0.1 -0.1 0.0
0.0 0.0 0.0
0.0 0.0 0.0
0.1 0.0 0.0
0.0 0.0 0.0
0.0 0.0 0.0
0.0 0.0 0.0
0.0 -0.1 0.1
0.0 -0.1 -0.1
0.2 0.1 -0.1
0.0 0.0 -0.1
-0.1 -0.2 -0.1
0.0 0.0 0.1
0.0 0.0 0.0
0.0 0.0 0.0
0.0 -0.1 0.0
0.0 0.0 -0.1
0.1 0.0 0.0
0.0 -0.1 0.0
0.0 0.0 0.0
0.0 0.0 0.0
0.0 -0.1 0.0
0.0 0.0 0.0
0.0 0.0 0.1
0.0 0.0 0.0
-0.1 0.0 0.1
0.0 0.0 0.0
0.0 0.0 0.0
0.0 0.0 0.0
0.0 0.1 0.0
-0.1 0.0 0.0
0.0 0.0 0.1
0.1 0.0 0.0
0.0 0.0 -0.1
0.0 0.0 0.0
0.0 0.0 0.0
0.0 0.0 0.0
-0.1 0.0 0.0
-0.1 0.0 -0.1
-0.1 0.1 0.0
0.0 0.0 0.0
0.0 0.0 0.1
0.0 0.0 0.0
0.1 0.0 0.1
0.0 0.0 0.0
-0.1 0.0 0.0
0.0 0.0 0.0
0.0 0.0 0.1
0.0 0.0 0.0
0.0 0.0 0.0
0.0 0.1 0.0
0.0 0.0 0.0
-0.1 0.0 -0.1
-0.1 0.0 0.0
0.0 -0.1 0.1
0.0 0.1 -0.1
0.0 0.1 0.0
0.0 0.0 0.0
0.0 0.0 0.1
0.0 0.0 0.0
0.0 0.0 0.1
0.0 0.3 -0.6
0.0 0.1 0.7
-0.2 -0.4 0.3
-0.2 -0.3 0.0
0.0 -0.3 -0.1
0.1 0.2 0.2

Net charge   +1
Multiplicity   2
Expectation value of S²   0.7544
Highest occupied orbital energy (spin up / spin down)   -10.005 / -9.994 eV
Relative energy (zero: lowest compared OMol25 entry of this formula, charge and spin)   151.7 kJ/mol


Question: What is the formula in the second record?
Answer: C40H62GeN8O4S3SeSi2Ti


Question: The highest relative energy (zero: lowest compared OMol25 entry of this formula, charge and spin) belongs to which entry?
Answer: C40H62Cl2GeN4P3Pd